(1)
C3H9NO in the gas phase at a distorted geometry. Source: the OMol25 dataset; level of theory: ωB97M-V/def2-TZVPD.

```
14
Properties=species:S:1:pos:R:3:forces:R:3
C -1.1614 0.2634 0.4452 -0.38 -1.11 -2.03
O -1.2383 1.4277 1.1833 -0.96 0.60 0.55
C 0.1812 0.1788 -0.3327 -0.51 0.32 0.24
C 0.2707 -1.1654 -1.0556 0.99 0.19 -0.47
N 1.2045 0.4402 0.6594 0.15 -0.15 0.24
H -1.9995 0.1785 -0.3172 0.76 0.65 0.73
H -1.3382 -0.6868 1.0115 0.56 0.70 0.29
H -0.3625 1.8073 1.3375 0.12 -0.53 -0.21
H 0.2451 1.0096 -1.0640 -0.26 -0.39 0.28
H 1.1269 -1.1955 -1.7243 1.25 -0.04 0.85
H 0.2934 -1.9794 -0.3118 -0.16 0.08 -0.72
H -0.3611 -1.2991 -1.9288 -1.61 -0.07 0.71
H 2.0187 1.0071 0.5331 0.00 -0.09 -0.41
H 1.1207 0.0137 1.5643 0.05 -0.17 -0.06
```
Positions in Å, forces in eV/Å.

Computed properties:
gap between HOMO and LUMO	0.3755	Eh
SMILES	C[C@H](N)CO
HOMO energy	-9.17	eV
E	-6793.7081	eV
net charge	0
LUMO	1.0	eV
energy relative to the best compared isomer or geometry (same formula, charge and spin)	31.1	kcal per mole

---

(2)
2 unconnected molecules or ions with the total composition C3H9NO. Source: the OMol25 dataset; level of theory: ωB97M-V/def2-TZVPD.

```
14
Properties=species:S:1:pos:R:3:forces:R:3
C -2.3231 -0.8190 -0.9021 -0.30 -0.04 -0.14
C -1.9193 0.4225 -1.0980 -0.18 0.65 0.42
H -2.4934 -1.5072 -1.7152 -0.02 -0.05 -0.17
H -2.6045 -1.1721 0.0828 0.33 -0.04 0.06
H -1.8025 0.9290 -2.0457 0.24 -0.46 -0.30
H -1.7893 1.0943 -0.2568 -0.05 -0.04 0.14
N 0.8998 -0.2851 1.3681 -0.07 -0.55 -0.38
C 2.1771 0.2082 0.9638 0.26 0.63 0.26
O 2.2751 0.6336 -0.3973 -0.06 -0.10 -0.11
H 0.6710 -1.0586 0.7511 -0.20 -0.12 0.23
H 0.1406 0.3778 1.2899 0.15 0.29 0.05
H 2.9095 -0.5827 1.1024 0.07 -0.12 -0.03
H 2.4789 1.0504 1.5990 -0.18 -0.11 -0.01
H 1.3801 0.7089 -0.7420 0.01 0.05 -0.02
```
Positions in Å, forces in eV/Å.

Computed properties:
gap between HOMO and LUMO	0.4005	Eh
SMILES	C=C.NCO
HOMO energy	-9.95	eV
E	-6793.2426	eV
net charge	0
LUMO	1.0	eV
energy relative to the best compared isomer or geometry (same formula, charge and spin)	41.8	kcal per mole

---

(3)
2 unconnected molecules or ions with the total composition C3H9NO2 at a distorted geometry. Source: the OMol25 dataset; level of theory: ωB97M-V/def2-TZVPD.

```
15
Properties=species:S:1:pos:R:3:forces:R:3
C 1.0053 -1.8785 1.7753 1.42 0.51 -0.23
C -0.2601 -2.1314 1.5829 -0.75 0.04 -0.20
O -1.1982 -1.1564 1.3703 0.03 -0.39 0.06
H 1.7403 -2.6534 1.5976 0.02 -0.08 0.57
H 1.3379 -0.8495 1.8611 0.16 -0.09 -0.18
H -0.5859 -3.1573 1.5415 -0.60 -0.09 -0.21
H -0.7354 -0.4803 0.8464 -0.15 0.17 -0.01
N -0.7818 2.2749 -1.7734 1.14 0.78 -0.29
C 0.5785 1.8784 -1.5434 -0.07 -0.75 0.04
O 0.6614 0.5668 -0.9646 0.04 0.12 -0.13
H -1.1850 1.5920 -2.3952 -0.61 -0.03 0.35
H -1.2672 2.4947 -0.9225 -0.44 -0.50 -0.01
H 1.1062 1.8963 -2.4972 0.05 -0.13 -0.09
H 1.1307 2.5368 -0.8918 -0.21 0.60 0.23
H 1.2800 0.0397 -1.5142 -0.04 -0.16 0.09
```
Positions in Å, forces in eV/Å.

Computed properties:
gap between HOMO and LUMO (alpha / beta)	0.1058 / 0.3556	Eh
HOMO energy (alpha / beta)	1.13 / -5.77	eV
E	-8839.5597	eV
⟨S²⟩	0.75
net charge	-1
2S+1	2
LUMO (alpha / beta)	4.0 / 3.9	eV
energy relative to the best compared isomer or geometry (same formula, charge and spin)	42.8	kcal per mole

---

(4)
2 unconnected molecules or ions with the total composition C3H9NO2 at a distorted geometry. Source: the OMol25 dataset; level of theory: ωB97M-V/def2-TZVPD.

```
15
Properties=species:S:1:pos:R:3:forces:R:3
C 0.0839 0.6744 0.2461 1.56 0.71 -1.17
C 0.0511 0.2946 -1.2491 -0.17 -1.64 0.57
C 0.1003 -1.2258 -1.4466 1.04 0.31 -0.26
O 0.2181 -2.0592 -0.5874 -0.41 0.13 0.09
N 1.1357 1.6495 0.5941 -0.74 0.79 0.09
H 0.3648 -0.2184 0.7839 -0.79 -0.25 0.39
H -0.8552 1.1579 0.4813 -0.20 -0.50 0.65
H 0.9831 0.5749 -1.7403 -0.07 0.47 -0.24
H -0.8161 0.6291 -1.8204 0.15 0.41 -0.02
H 0.2604 -1.5151 -2.5090 -0.47 -0.09 0.03
H 0.8202 2.5584 0.2736 0.37 0.08 0.08
H 2.0678 1.4988 0.2261 -0.26 -0.39 -0.14
H -0.9834 -1.8179 1.8344 0.10 0.11 0.00
H -1.6147 -0.7531 2.7714 0.24 -0.01 0.02
O -1.8161 -1.4481 2.1419 -0.36 -0.14 -0.09
```
Positions in Å, forces in eV/Å.

Computed properties:
gap between HOMO and LUMO	0.3732	Eh
SMILES	NCCC=O.O
HOMO energy	-9.27	eV
E	-8841.1817	eV
net charge	0
LUMO	0.9	eV
energy relative to the best compared isomer or geometry (same formula, charge and spin)	40.9	kcal per mole

---

(5)
2 unconnected molecules or ions with the total composition C3H9NO2 at a distorted geometry. Source: the OMol25 dataset; level of theory: ωB97M-V/def2-TZVPD.

```
15
Properties=species:S:1:pos:R:3:forces:R:3
C -1.9705 0.3419 -0.4947 1.42 1.82 3.44
C -1.2587 1.3799 -1.3092 -0.24 4.49 1.38
O -0.1288 1.7719 -0.6657 0.57 -4.61 3.23
O -1.7427 2.2462 -2.0351 0.17 -2.89 -0.12
H -1.3895 -0.2617 0.2199 0.64 -0.79 -1.37
H -2.6989 -0.1724 -0.9666 -2.48 -1.58 -1.26
H -2.3133 0.9369 0.4316 -0.70 -0.13 -1.88
C 1.8700 -1.3152 0.1642 -2.91 -1.96 0.58
N 1.3369 -0.4043 1.2357 -0.08 0.53 -0.33
H 2.1009 0.0042 1.8244 -1.55 -0.78 -0.64
H -0.0439 0.9507 0.1685 0.99 3.64 -3.40
H 0.4500 -0.6580 1.7316 1.84 -0.06 -0.47
H 2.9086 -1.0223 -0.0148 -0.40 -0.47 -0.26
H 1.1939 -1.3750 -0.7909 1.44 1.06 1.47
H 1.6861 -2.4228 0.5012 1.28 1.74 -0.37
```
Positions in Å, forces in eV/Å.

Computed properties:
gap between HOMO and LUMO	0.3709	Eh
SMILES	CC(=O)O.CN
HOMO energy	-9.63	eV
E	-8839.8486	eV
net charge	0
LUMO	0.5	eV
energy relative to the best compared isomer or geometry (same formula, charge and spin)	71.6	kcal per mole

---

(6)
2 unconnected molecules or ions with the total composition C3H9NO2 at a distorted geometry. Source: the OMol25 dataset; level of theory: ωB97M-V/def2-TZVPD.

```
15
Properties=species:S:1:pos:R:3:forces:R:3
C 0.5274 1.5443 -0.0644 -1.44 -0.39 -3.74
C -0.3919 0.2651 -0.1738 1.48 -3.65 -1.44
C -2.6995 -0.7395 0.1960 0.93 -2.67 -1.22
H 4.1466 -1.3159 0.3955 -2.60 2.84 -0.92
H 2.6021 -0.6970 -0.4120 4.45 0.55 3.19
H -0.0902 2.4196 -0.0555 -0.27 0.58 0.19
H 1.4294 1.7688 -0.7718 -2.02 -1.23 0.71
H 0.9508 1.3739 0.8228 1.80 -0.18 3.79
H -2.1718 1.2830 0.6324 1.92 -2.88 -2.77
H -1.8469 -1.5130 0.1180 -2.21 -0.15 0.45
H -3.1148 -0.6124 1.1611 -0.07 -0.41 1.29
H -3.7150 -1.0802 -0.4139 3.04 1.63 0.33
N -1.7947 0.3802 -0.0005 -0.50 4.80 1.59
O 3.5560 -0.4417 0.2425 -2.12 -3.40 -2.24
O 0.1637 -0.8968 -0.3951 -2.37 4.58 0.78
```
Positions in Å, forces in eV/Å.

Computed properties:
gap between HOMO and LUMO	0.3854	Eh
SMILES	CNC(C)=O.O
HOMO energy	-9.83	eV
E	-8839.1435	eV
net charge	0
LUMO	0.7	eV
energy relative to the best compared isomer or geometry (same formula, charge and spin)	87.9	kcal per mole

---

(7)
3 unconnected molecules or ions with the total composition C3H9NO2 at a distorted geometry. Source: the OMol25 dataset; level of theory: ωB97M-V/def2-TZVPD.

```
15
Properties=species:S:1:pos:R:3:forces:R:3
C -0.6202 -1.8833 0.1855 0.55 1.22 -1.83
C -1.3129 -0.4925 -0.2185 -2.50 -0.82 3.10
C -0.9191 1.7762 0.0172 0.22 3.51 -2.86
H 0.5307 -1.8177 0.5496 -2.64 0.01 -1.67
H -0.9017 -2.4350 -0.7514 1.11 -0.47 1.10
H -1.1118 -2.3180 1.0318 -0.75 -0.09 0.27
H 0.5903 0.4318 0.0859 0.75 -0.99 -0.11
H -1.9956 1.6234 -0.1401 0.32 0.57 -0.37
H -0.8296 2.3858 0.9213 0.48 0.22 -0.31
H -0.3529 2.2064 -0.9910 -1.86 0.07 2.61
H 3.7602 -0.4432 -0.8031 1.18 0.52 -0.14
H 3.2218 1.0600 0.6810 -0.24 -4.29 -3.40
N -0.3944 0.5196 0.1366 -3.12 -2.94 -0.57
O -2.6469 -0.3632 -0.4117 7.57 -0.38 0.56
O 2.9820 -0.2503 -0.2931 -1.06 3.84 3.61
```
Positions in Å, forces in eV/Å.

Computed properties:
gap between HOMO and LUMO	0.2747	Eh
HOMO energy	-9.45	eV
E	-8836.5367	eV
net charge	0
LUMO	-2.0	eV
energy relative to the best compared isomer or geometry (same formula, charge and spin)	148.0	kcal per mole

---

(8)
2 unconnected molecules or ions with the total composition C3H9NO2 at a distorted geometry. Source: the OMol25 dataset; level of theory: ωB97M-V/def2-TZVPD.

```
15
Properties=species:S:1:pos:R:3:forces:R:3
C -2.0953 0.8268 0.5348 -1.26 -1.78 -2.40
N -2.3928 1.5060 -0.7639 -0.89 -1.08 2.86
H -0.3760 -0.8522 0.2148 1.73 -0.37 -0.59
H -3.3333 1.8130 -0.8985 0.32 0.34 -0.71
H -1.5813 1.6704 -1.3004 -0.05 0.59 -0.79
H -2.8514 0.8057 1.3483 0.52 1.19 -0.56
H -1.1114 1.1572 0.7446 0.75 0.03 1.27
H -2.1044 -0.2888 0.3055 0.45 0.75 0.35
C 2.8641 -0.7828 0.1470 0.93 0.82 0.32
C 1.5819 -1.2582 -0.3943 -3.03 -0.68 0.08
O 0.5973 -0.6973 0.3740 -0.62 0.78 0.80
O 1.2728 -2.0170 -1.2742 1.16 0.15 -0.14
H 3.7294 -1.3217 -0.2063 0.06 -0.11 -0.40
H 2.8414 -0.8627 1.2352 -0.11 -0.02 -0.09
H 2.9591 0.3015 -0.0664 0.03 -0.62 -0.01
```
Positions in Å, forces in eV/Å.

Computed properties:
gap between HOMO and LUMO	0.3533	Eh
SMILES	CC(=O)O.CN
HOMO energy	-8.81	eV
E	-8841.2493	eV
net charge	0
LUMO	0.8	eV
energy relative to the best compared isomer or geometry (same formula, charge and spin)	39.3	kcal per mole